{
  "formula": "C16H17N3O4S2",
  "method": "ωB97M-V with the def2-TZVPD basis set",
  "lumo_ev": -0.868,
  "gap_ev": 7.22,
  "total_charge": 0,
  "e_tot_ha": -1881.4708,
  "e_above_lowest_kj_mol": 207.6,
  "e_homo_ev": -8.089,
  "symbols": ["H", "O", "H", "N", "C", "H", "H", "H", "C", "H", "C", "C", "C", "H", "H", "C", "C", "O", "H", "N", "H", "C", "H", "H", "H", "C", "C", "C", "H", "C", "N", "S", "C", "C", "C", "H", "O", "O", "S", "H", "H", "C"],
  "positions_angstrom": [[-3.1449, 1.5849, 1.4332], [0.4789, 0.1910, 4.6023], [0.3845, 2.7684, -3.1187], [2.6082, -0.3893, -1.1586], [2.2215, -0.9213, 0.0019], [-1.2489, 2.4020, -1.5227], [1.0020, -1.9036, 3.5132], [-1.0866, -2.3553, -0.2779], [-1.1920, 2.3145, 1.9695], [-2.5353, 2.8824, 0.3911], [-2.2612, 1.9694, 0.9207], [1.6203, 0.0631, 0.8701], [2.3459, -2.2569, 0.4170], [-1.5055, 3.1922, 2.5484], [-0.9354, -3.5591, -2.3137], [1.8781, -2.5975, 1.6578], [1.3212, -1.6323, 2.5193], [-0.0154, -1.7417, -2.7076], [0.6396, -3.3032, -1.5093], [1.5744, 1.2671, 0.3006], [2.8143, -2.9741, -0.2387], [0.0602, -3.1141, -2.4191], [-1.6125, 1.0204, 3.5552], [-2.0724, -0.7233, 1.2425], [-1.2000, 2.4402, -3.8784], [-1.7318, 0.9479, -0.0422], [-1.2132, 1.3545, -1.2688], [-0.1643, 2.0961, -3.7878], [-0.2425, 2.5414, 1.4813], [1.1982, -0.3237, 2.1470], [-0.9368, 1.1827, 2.8271], [0.6101, 0.8688, 3.3433], [-1.1177, -1.3182, -0.5716], [-1.6813, -0.3910, 0.2940], [-0.6488, 0.4459, -2.1448], [1.9556, -3.6179, 2.0013], [-0.0995, 0.7610, -3.3542], [1.4258, 2.0435, 3.2696], [2.2312, 1.1631, -1.1600], [0.3048, 2.1063, -4.7703], [0.5679, -3.5635, -3.2708], [-0.5966, -0.9208, -1.7908]],
  "forces_ev_per_angstrom": [[-0.10, 0.08, -0.02], [-0.18, -0.20, -0.18], [-0.04, -0.01, -0.01], [0.36, -0.31, -0.65], [-0.25, 1.04, 0.12], [0.02, 0.14, -0.08], [0.00, -0.08, 0.11], [0.03, -0.13, -0.02], [-0.12, 0.52, -0.38], [-0.08, 0.02, 0.03], [0.38, -0.07, 0.16], [0.56, 0.03, -1.25], [-0.02, -0.48, 0.34], [0.11, -0.09, -0.03], [0.04, 0.02, 0.02], [0.29, -0.17, -0.66], [-0.25, 0.63, 0.27], [-0.10, 0.44, 0.03], [-0.05, 0.00, -0.03], [-0.07, 0.66, 0.13], [0.03, -0.11, -0.04], [0.00, -0.21, 0.06], [0.04, -0.16, 0.27], [-0.06, -0.05, 0.09], [0.04, 0.00, 0.04], [-0.21, -0.15, 0.04], [0.00, -0.10, -0.23], [-0.04, 0.18, -0.08], [-0.17, 0.21, -0.08], [-0.22, 0.04, 1.01], [0.79, -0.26, 0.41], [-0.46, -0.01, 0.21], [0.10, -0.15, -0.22], [-0.11, 0.17, -0.07], [-0.02, -0.13, -0.15], [0.03, -0.08, 0.03], [-0.08, -0.37, 0.24], [-0.15, -0.20, -0.35], [-0.04, -0.77, 0.93], [-0.03, 0.06, 0.06], [-0.03, -0.03, 0.08], [0.08, 0.07, -0.15]],
  "lowdin_charge": [0.117, -0.297, 0.080, -0.197, -0.349, 0.115, 0.113, 0.110, -0.229, 0.115, -0.130, -0.334, -0.017, 0.123, 0.099, -0.051, -0.039, -0.067, 0.076, -0.190, 0.118, -0.076, 0.116, 0.112, 0.100, -0.244, 0.007, -0.092, 0.097, -0.208, -0.129, 0.655, -0.010, -0.050, -0.247, 0.109, -0.095, -0.269, 1.084, 0.097, 0.098, -0.222]
}